# 1
{
  "formula": "C22H19N3O2SeTi",
  "method": "ωB97M-V with the def2-TZVPD basis set",
  "elements": ["Ti", "N", "C", "C", "O", "O", "H", "H", "H", "H", "Se", "N", "C", "C", "C", "C", "C", "C", "N", "H", "H", "H", "H", "C", "C", "C", "C", "C", "C", "C", "C", "C", "C", "C", "C", "C", "C", "H", "H", "H", "H", "H", "H", "H", "H", "H", "H", "H"],
  "positions_angstrom": [[0.233, -0.768, -1.604], [1.639, -1.721, -2.993], [1.864, -2.935, -2.157], [0.620, -3.166, -1.269], [0.634, -3.916, -0.338], [-0.409, -2.416, -1.652], [1.095, -1.989, -3.808], [2.524, -1.379, -3.347], [2.717, -2.789, -1.499], [2.041, -3.833, -2.750], [-1.533, 1.386, -3.406], [-1.250, 0.381, -1.914], [-2.468, 0.020, -1.431], [-2.682, -0.751, -0.271], [-3.973, -1.073, 0.052], [-5.070, -0.633, -0.731], [-4.895, 0.135, -1.843], [-3.575, 0.480, -2.225], [-3.267, 1.187, -3.308], [-1.849, -1.064, 0.343], [-4.161, -1.676, 0.930], [-6.070, -0.915, -0.432], [-5.726, 0.483, -2.439], [2.073, 0.800, 5.183], [1.252, -0.318, 5.147], [0.908, -0.886, 3.932], [1.361, -0.331, 2.733], [2.214, 0.776, 2.785], [2.564, 1.337, 4.000], [0.917, -0.940, 1.473], [0.873, -0.385, 0.253], [1.052, 0.998, -0.209], [0.272, 2.067, 0.258], [0.256, 3.271, -0.418], [0.989, 3.438, -1.593], [1.786, 2.409, -2.060], [1.824, 1.192, -1.376], [2.343, 1.243, 6.133], [0.889, -0.753, 6.069], [0.273, -1.763, 3.904], [2.628, 1.175, 1.869], [3.231, 2.188, 4.030], [0.589, -1.975, 1.561], [-0.323, 1.928, 1.152], [-0.340, 4.091, -0.037], [0.957, 4.382, -2.121], [2.404, 2.559, -2.936], [2.568, 0.448, -1.642]],
  "atomic_forces_ev_per_a": [[2.3594, 1.8306, -0.4060], [0.1602, -0.4221, -0.0709], [-0.2108, -0.2272, 0.2209], [0.7428, -1.0525, 0.2184], [-0.0850, 0.0047, -0.2014], [-1.1686, -2.4000, -0.0373], [0.0184, -0.0263, -0.1070], [0.0535, 0.1692, 0.0644], [0.0245, 0.0607, -0.0226], [0.0130, 0.0194, -0.0407], [-0.0045, -0.1742, 0.3899], [-2.7710, 1.2760, -0.6835], [0.3483, 0.4932, -0.3476], [-0.3970, -0.1698, 0.2973], [0.5978, 0.0275, 0.0480], [-0.2822, 0.2324, -0.3864], [-0.3662, -0.1853, 0.2436], [0.3532, 0.1181, -0.1864], [-0.1047, -0.0287, 0.0598], [-0.0017, -0.0515, 0.0293], [-0.0102, 0.0124, 0.0066], [0.0066, 0.0101, 0.0077], [0.0156, 0.0001, -0.0006], [-0.0047, -0.0008, 0.0096], [-0.0044, -0.0238, 0.0655], [0.0068, 0.0436, -0.0865], [-0.0112, 0.0382, 0.1062], [-0.0536, -0.0990, -0.0365], [0.0254, 0.0189, 0.0125], [0.0626, 0.0816, -0.0674], [0.2669, 0.0213, 0.5121], [0.5447, 0.1405, 0.2565], [-0.0197, 0.0693, -0.0872], [-0.0662, -0.0597, 0.1192], [0.0554, -0.0042, -0.1165], [-0.0590, 0.0923, -0.0761], [0.0059, 0.2542, 0.4230], [0.0124, -0.0093, -0.0055], [-0.0107, 0.0093, -0.0084], [0.0040, -0.0028, 0.0069], [-0.0039, 0.0574, -0.0388], [-0.0071, -0.0048, -0.0111], [0.0251, -0.0225, -0.0212], [-0.0033, -0.0026, 0.0086], [-0.0017, -0.0067, -0.0042], [0.0073, -0.0042, 0.0076], [0.0104, -0.0130, 0.0087], [-0.0729, -0.0903, -0.0724]],
  "s_squared": 0.79,
  "charge": 1,
  "de_lowest_kj_mol": 89.0,
  "homo_energy_ev": [-10.19, -10.98],
  "spin_multiplicity": 2
}

=====

# 2
{
  "formula": "C22H19N3O3",
  "method": "ωB97M-V with the def2-TZVPD basis set",
  "elements": ["C", "C", "O", "C", "C", "C", "C", "C", "C", "O", "N", "C", "C", "C", "C", "C", "C", "N", "C", "N", "C", "C", "C", "C", "O", "C", "C", "C", "H", "H", "H", "H", "H", "H", "H", "H", "H", "H", "H", "H", "H", "H", "H", "H", "H", "H", "H"],
  "positions_angstrom": [[-6.001, -4.316, 1.109], [-6.244, -3.008, 0.372], [-5.085, -2.210, 0.521], [-5.065, -0.965, -0.020], [-6.094, -0.397, -0.765], [-5.961, 0.894, -1.251], [-4.815, 1.625, -1.013], [-3.770, 1.057, -0.288], [-2.555, 1.894, -0.046], [-2.617, 3.100, 0.059], [-1.401, 1.163, 0.007], [-0.093, 1.604, 0.228], [0.154, 2.868, 0.753], [1.453, 3.278, 0.994], [2.504, 2.423, 0.747], [2.268, 1.145, 0.227], [3.454, 0.325, 0.052], [4.659, 0.806, 0.030], [5.486, -0.272, -0.091], [6.807, -0.295, -0.161], [7.346, -1.493, -0.274], [6.632, -2.692, -0.323], [5.247, -2.686, -0.252], [4.677, -1.436, -0.133], [3.388, -1.038, -0.041], [0.966, 0.729, -0.074], [0.670, -0.587, -0.736], [-3.901, -0.230, 0.211], [-6.872, -4.958, 1.018], [-5.137, -4.824, 0.689], [-5.810, -4.119, 2.160], [-6.433, -3.202, -0.693], [-7.114, -2.489, 0.796], [-7.002, -0.944, -0.964], [-6.769, 1.329, -1.821], [-4.707, 2.635, -1.377], [-1.498, 0.175, -0.174], [-0.676, 3.523, 0.958], [1.637, 4.264, 1.391], [3.524, 2.709, 0.945], [8.426, -1.503, -0.330], [7.164, -3.626, -0.417], [4.659, -3.590, -0.287], [1.560, -1.001, -1.196], [0.305, -1.317, -0.010], [-0.078, -0.463, -1.519], [-3.140, -0.690, 0.823]],
  "atomic_forces_ev_per_a": [[0.0470, 0.4186, -0.1783], [-0.2807, -0.2898, 0.0050], [0.1830, 0.0789, 0.0691], [0.0520, 0.1614, -0.1135], [-0.0431, -0.3429, 0.1553], [0.1344, 0.0972, 0.0171], [0.0854, 0.0851, -0.0029], [-0.4374, -0.1361, -0.0049], [0.0216, -0.0804, -0.0460], [-0.0094, 0.0871, -0.0313], [0.0248, -0.5071, -0.0777], [0.3985, 0.3215, 0.1593], [-0.0840, 0.0499, 0.0156], [0.0299, -0.1589, -0.0611], [0.0289, -0.1345, -0.0373], [-0.6867, 0.2986, 0.1565], [1.1291, 0.2180, -0.0772], [-0.4885, 0.5395, -0.0112], [-0.4301, -1.4798, -0.0542], [-0.2254, 0.6688, 0.0627], [0.2168, -0.3611, -0.0399], [-0.0317, 0.0560, 0.0047], [-0.3928, 0.1354, 0.0259], [1.3221, 0.5563, -0.0440], [-0.4823, -0.1514, 0.0997], [0.0364, 0.1037, 0.0011], [0.0514, 0.0115, -0.0447], [-0.0873, -0.0201, -0.0405], [-0.0798, -0.0835, 0.0015], [0.0595, -0.0897, -0.0305], [-0.0042, -0.0229, 0.1075], [-0.0043, 0.0935, 0.1101], [0.0913, -0.0065, -0.1026], [-0.0617, -0.0782, 0.0075], [-0.0590, 0.0351, -0.0535], [0.0028, 0.0967, -0.0191], [-0.0777, 0.2002, -0.0196], [-0.0126, 0.0081, 0.0067], [0.0207, 0.0857, 0.0446], [0.0696, 0.0607, 0.0402], [0.0982, -0.1285, -0.0142], [0.0610, -0.0629, -0.0055], [-0.0212, -0.0928, -0.0035], [-0.1412, -0.0510, -0.0254], [-0.0592, -0.1311, -0.0126], [-0.0610, -0.0203, -0.0131], [0.0968, -0.0384, 0.0743]],
  "de_lowest_kj_mol": 23.2,
  "homo_energy_ev": -8.43
}

=====

# 3
{
  "formula": "C22H19N7OsS",
  "method": "ωB97M-V with the def2-TZVPD basis set",
  "elements": ["Os", "S", "N", "C", "C", "C", "C", "C", "N", "C", "C", "N", "C", "C", "C", "C", "C", "N", "H", "H", "H", "H", "H", "H", "C", "C", "C", "N", "C", "C", "H", "H", "H", "H", "H", "C", "C", "C", "C", "N", "N", "C", "H", "H", "H", "H", "H", "H", "H", "H"],
  "positions_angstrom": [[0.070, 0.755, 0.360], [5.072, -1.242, 5.493], [5.285, -1.008, 3.920], [4.123, -0.648, 3.432], [3.817, -0.343, 2.053], [4.737, -0.421, 1.001], [4.308, -0.123, -0.290], [2.996, 0.244, -0.491], [2.105, 0.340, 0.533], [2.510, 0.040, 1.774], [1.459, 0.109, 2.802], [0.235, 0.450, 2.363], [-0.800, 0.485, 3.245], [-0.625, 0.197, 4.579], [0.640, -0.155, 5.044], [1.697, -0.201, 4.136], [3.057, -0.577, 4.481], [3.501, -0.891, 5.661], [5.762, -0.718, 1.195], [4.987, -0.183, -1.131], [2.615, 0.467, -1.479], [-1.768, 0.745, 2.837], [-1.473, 0.235, 5.250], [0.806, -0.396, 6.088], [-4.247, -0.867, -0.985], [-4.038, 0.507, -1.057], [-2.851, 1.035, -0.599], [-1.890, 0.247, -0.063], [-2.103, -1.089, 0.020], [-3.258, -1.679, -0.437], [-5.170, -1.300, -1.349], [-4.789, 1.167, -1.469], [-2.651, 2.097, -0.644], [-1.317, -1.689, 0.478], [-3.385, -2.750, -0.357], [-0.386, 6.128, 1.353], [-0.256, 4.856, 0.620], [-0.202, 4.625, -0.778], [-0.078, 3.275, -0.944], [-0.049, 2.669, 0.285], [-0.158, 3.662, 1.217], [0.057, 2.376, -2.125], [0.537, 6.705, 1.228], [-0.576, 5.991, 2.415], [-1.179, 6.731, 0.908], [-0.251, 5.383, -1.544], [-0.217, 3.465, 2.205], [-0.595, 2.680, -2.945], [-0.233, 1.328, -1.882], [1.081, 2.374, -2.500]],
  "atomic_forces_ev_per_a": [[0.9819, 2.7693, 0.0346], [0.3073, -0.1444, 0.6173], [-0.2182, -0.0199, 0.2032], [-1.8139, 0.2990, 0.9409], [-0.0469, -0.0538, 0.6656], [0.0248, 0.0439, -0.3526], [0.0286, 0.0365, 0.1384], [-0.1482, 0.0255, -0.3350], [-1.5468, 0.0931, -1.3217], [-0.5718, -0.2513, 1.7444], [1.2737, -0.1825, -0.6953], [-1.1364, 0.0749, -0.0613], [0.1269, 0.1279, -0.6405], [0.3108, -0.1495, 0.3803], [-0.5231, 0.1185, 0.0150], [0.7726, -0.2171, 0.2002], [0.8590, 0.1896, -2.2360], [0.5983, -0.2285, 0.3255], [-0.0058, -0.0262, 0.0289], [-0.0334, 0.0247, -0.0286], [0.0270, -0.0277, -0.0338], [-0.0316, 0.0066, 0.0271], [-0.0152, 0.0080, -0.0242], [0.0308, -0.0051, -0.0110], [0.0001, -0.0445, -0.0070], [0.0742, -0.0094, 0.0574], [0.0241, 0.2364, -0.1358], [0.3916, -0.6587, 0.2078], [0.0315, -0.1338, 0.1327], [-0.0068, 0.0141, -0.0008], [-0.0218, -0.0064, -0.0062], [-0.0088, 0.0305, 0.0165], [-0.0250, -0.0009, -0.0084], [0.0027, -0.0266, 0.0120], [0.0100, -0.0170, 0.0043], [-0.0547, -0.2811, 0.0087], [0.0220, 0.1661, 0.5685], [0.0645, -0.6101, -0.6370], [0.0787, 0.8861, -1.0991], [-0.0786, -2.2476, 0.9731], [0.0156, 0.2020, 0.3900], [0.1730, 0.0873, 0.0509], [0.0920, 0.0211, -0.0553], [0.0165, -0.0132, 0.0130], [-0.0547, 0.0269, -0.0631], [-0.0189, 0.0202, -0.0233], [0.0502, -0.0588, 0.1352], [-0.0648, -0.0671, -0.0136], [0.0179, -0.0453, -0.0659], [0.0193, 0.0183, -0.0361]],
  "charge": 4,
  "de_lowest_kj_mol": 91.6,
  "homo_energy_ev": [-19.95, -20.06]
}

=====

# 4
{
  "formula": "C22H19O7S2",
  "method": "ωB97M-V with the def2-TZVPD basis set",
  "elements": ["C", "O", "C", "C", "C", "C", "O", "C", "C", "H", "H", "H", "H", "H", "H", "H", "C", "O", "C", "C", "C", "C", "C", "C", "S", "O", "O", "C", "C", "C", "C", "C", "C", "S", "O", "O", "C", "C", "H", "H", "H", "H", "H", "H", "H", "H", "H", "H", "H", "H"],
  "positions_angstrom": [[-6.642, 0.369, -3.503], [-5.738, 1.503, -3.506], [-4.408, 1.250, -3.498], [-3.532, 2.371, -3.489], [-2.185, 2.197, -3.456], [-1.568, 0.869, -3.370], [-0.339, 0.697, -3.204], [-2.511, -0.245, -3.457], [-3.864, -0.059, -3.494], [-7.631, 0.826, -3.504], [-6.504, -0.253, -4.401], [-6.504, -0.250, -2.604], [-3.977, 3.364, -3.506], [-1.521, 3.056, -3.447], [-2.108, -1.254, -3.450], [-4.530, -0.924, -3.514], [-0.592, 3.457, 5.231], [-1.330, 2.431, 4.526], [-0.766, 1.915, 3.402], [0.495, 2.331, 2.911], [1.026, 1.705, 1.800], [0.323, 0.690, 1.119], [0.911, 0.019, -0.028], [2.107, -0.609, 0.047], [2.769, -1.584, -1.290], [1.739, -2.420, -1.852], [3.611, -0.751, -2.114], [3.824, -2.598, -0.240], [3.976, -2.192, 1.073], [4.729, -2.941, 1.975], [5.346, -4.111, 1.522], [5.203, -4.518, 0.186], [4.440, -3.758, -0.703], [3.057, -0.719, 1.561], [3.973, 0.399, 1.630], [2.231, -1.081, 2.687], [-0.955, 0.324, 1.596], [-1.487, 0.898, 2.729], [-1.250, 3.716, 6.059], [0.369, 3.072, 5.606], [-0.409, 4.336, 4.593], [1.068, 3.114, 3.414], [1.989, 2.049, 1.426], [0.363, -0.021, -0.969], [4.811, -2.603, 3.008], [5.939, -4.706, 2.219], [5.683, -5.432, -0.171], [4.304, -4.044, -1.744], [-1.484, -0.467, 1.064], [-2.448, 0.586, 3.131]],
  "atomic_forces_ev_per_a": [[0.9855, 1.1889, -0.0094], [-2.5427, -0.5825, -0.0296], [2.1067, -0.7155, 0.0403], [-1.6465, -1.0000, -0.0840], [1.2589, -1.0485, 0.1245], [-1.7921, 0.0164, -0.0696], [1.2371, -0.1031, 0.2866], [1.5238, 0.6739, 0.1409], [-1.3425, 1.3037, -0.0642], [-0.0189, -0.1836, -0.0005], [-0.0171, 0.1180, 0.1700], [-0.0095, 0.1226, -0.1694], [0.0178, -0.0755, -0.0171], [0.0287, -0.0846, 0.0370], [0.1080, 0.1202, 0.0315], [0.1865, 0.1835, -0.0160], [-0.4030, -0.5653, -0.3894], [0.3926, 0.5991, 0.2850], [0.7328, -0.2679, -0.6500], [-0.9008, -0.1796, 0.6651], [-0.2333, -0.3318, -0.6673], [-0.3230, 1.0816, 1.0537], [1.0593, -1.0017, -0.2265], [-0.8968, 0.3327, 0.2646], [0.0599, 0.2965, 0.1850], [0.6754, 0.4133, 0.2058], [-0.3182, -0.6129, 0.2067], [-0.0357, -0.0311, -0.1534], [-0.2272, 0.0865, 0.1451], [0.0560, -0.0701, -0.2047], [-0.1184, 0.2336, -0.0579], [-0.1117, 0.2479, -0.0251], [0.0520, 0.0356, 0.1556], [0.2868, -0.3811, -0.7276], [-0.3339, -0.4964, 0.2992], [0.3997, 0.2653, -0.2659], [0.6215, -0.1349, -0.5659], [0.3862, 0.7060, 0.5633], [0.2085, 0.0987, -0.0317], [-0.2990, 0.0532, -0.1032], [-0.1306, -0.2755, 0.1562], [-0.2542, -0.3126, -0.2380], [-0.1815, -0.2176, 0.0296], [-0.1539, -0.0232, -0.2635], [0.0244, -0.1832, -0.2305], [-0.1832, 0.1473, -0.2410], [-0.1361, 0.2857, 0.1799], [0.0566, -0.0700, 0.2221], [-0.0274, 0.2523, 0.1681], [0.1724, 0.0856, -0.1140]],
  "charge": -1,
  "homo_energy_ev": -2.26
}

=====

E values (in a.u.) by entry order: -4415.16343 -1239.77050 -1720.31370 -2172.72304.